Record 1
Formula: C10H11NO2
Source: the OMol25 dataset
Level of theory: the ωB97M-V functional and the def2-TZVPD basis

Properties
Energy relative to the best compared isomer or geometry (same formula, charge and spin) ... 841.0 kJ/mol
Charge ... 0
DFT total energy ... -16125.575 eV
HOMO level ... -0.3255 Eh
LUMO energy ... -0.08 eV
Orbital gap ... 0.3226 Eh
Maximum force ... 3.8 eV/A
Structure (SMILES) ... CCC1=CC=C[C@@](C)([N+](=O)[O-])C#C1

CARTESIAN COORDINATES (ANGSTROEM)
C (-0.51473, -0.75611, -0.10546)
C (-0.19370, -0.28030, -1.16633)
C (1.71534, 0.56826, 0.72388)
C (0.66142, -0.02555, 1.63513)
C (1.77673, 0.84284, -0.56109)
C (-0.46251, -0.76391, 1.28859)
C (0.77755, 0.65808, -1.70558)
C (0.28750, 1.95471, -2.31514)
C (-2.84017, -1.19978, 2.21127)
C (-1.33269, -1.48331, 2.25826)
N (1.56122, -0.20968, -3.07421)
O (2.37016, 0.41964, -3.73008)
O (1.19578, -1.37164, -3.24496)
H (2.69761, 0.82159, 1.23765)
H (0.97507, 0.01954, 2.67096)
H (2.76979, 1.30032, -0.76775)
H (1.10216, 2.51923, -2.81952)
H (0.11142, 2.58650, -1.43323)
H (-0.57997, 1.50601, -2.76638)
H (-3.53115, -1.84162, 2.69779)
H (-3.18018, -1.39494, 1.11483)
H (-3.24602, -0.20912, 2.35389)
H (-1.30797, -2.54731, 2.28442)
H (-0.81266, -1.11344, 3.21307)

---

Record 2
Formula: C10H11NO2S
Source: the OMol25 dataset
Level of theory: the ωB97M-V functional and the def2-TZVPD basis

Properties
Energy relative to the best compared isomer or geometry (same formula, charge and spin) ... 145.3 kJ/mol
Charge ... 0
DFT total energy ... -26965.877 eV
HOMO level ... -0.3529 Eh
LUMO energy ... 0.53 eV
Orbital gap ... 0.3723 Eh
Maximum force ... 3.7 eV/A
Structure (SMILES) ... CC1(C)[C@@H]2c3ccccc3S(=O)(=O)N21

CARTESIAN COORDINATES (ANGSTROEM)
C (1.28055, 2.86137, 0.28417)
C (2.19876, 2.31044, -0.57057)
C (0.39338, 2.03725, 1.00650)
C (2.39838, 0.87972, -0.49959)
C (0.36445, 0.69220, 0.72199)
C (1.40953, 0.06877, -0.00948)
C (-0.61406, -0.39723, 1.13142)
C (-1.34761, -1.10093, 0.09089)
C (-2.82826, -1.67359, 0.43602)
C (-1.14181, -0.56887, -1.31832)
N (-0.28010, -1.78385, 0.79879)
O (1.21677, -2.28409, -1.23315)
O (2.24359, -2.26085, 1.01757)
S (1.22088, -1.75766, 0.09339)
H (1.31520, 3.98034, 0.46908)
H (2.82621, 2.79494, -1.29347)
H (-0.31638, 2.63670, 1.61165)
H (3.27566, 0.49735, -1.02171)
H (-1.16910, -0.22820, 1.99192)
H (-2.79614, -2.72702, 0.08864)
H (-3.52195, -1.01042, -0.09959)
H (-3.00139, -1.77038, 1.57523)
H (-2.06967, -0.54563, -1.97752)
H (-0.39513, -1.10685, -1.97384)
H (-0.66175, 0.45651, -1.32001)

---

Record 3
Formula: C10H11NS
Source: the OMol25 dataset
Level of theory: the ωB97M-V functional and the def2-TZVPD basis

Properties
Energy relative to the best compared isomer or geometry (same formula, charge and spin) ... 211.2 kJ/mol
Charge ... 0
DFT total energy ... -22866.500 eV
HOMO level (spin up / spin down) ... -0.2425 / -0.3193 Eh
LUMO energy (spin up / spin down) ... 0.71 / -2.21 eV
Orbital gap (spin up / spin down) ... 0.2686 / 0.2381 Eh
Maximum force ... 5.1 eV/A
Multiplicity ... 3

CARTESIAN COORDINATES (ANGSTROEM)
C (0.08791, -0.55266, 0.89412)
C (-0.47343, -1.92615, 1.14452)
C (0.78476, -0.04368, -0.41901)
C (0.56845, -0.88835, -1.59280)
C (-1.07011, 0.43574, 1.04626)
C (-0.02418, 1.26618, -0.65957)
C (-0.02816, -2.67112, 2.09940)
C (0.03663, -3.33926, 3.20637)
C (0.28056, 2.05129, -1.69263)
C (-0.21471, 3.40651, -1.97562)
N (-1.02185, 1.46137, 0.29544)
S (1.64833, -1.61239, -2.58604)
H (0.76596, -0.53757, 1.68039)
H (-1.36344, -2.05854, 0.57282)
H (1.81455, -0.00664, -0.29577)
H (-0.38180, -1.04191, -1.92524)
H (-1.75226, 0.36158, 1.75423)
H (-0.42691, -2.81287, 3.93365)
H (0.56984, -4.29788, 3.20839)
H (1.12499, 1.73527, -2.45006)
H (0.55995, 4.12283, -1.46642)
H (-1.22987, 3.37136, -1.74077)
H (-0.25522, 3.57689, -3.03166)

---

Record 4
Formula: C10H11O2S
Source: the OMol25 dataset
Level of theory: the ωB97M-V functional and the def2-TZVPD basis

Properties
Energy relative to the best compared isomer or geometry (same formula, charge and spin) ... 165.6 kJ/mol
Charge ... -1
DFT total energy ... -25478.860 eV
HOMO level ... -0.1484 Eh
LUMO energy ... 3.12 eV
Orbital gap ... 0.2631 Eh
Maximum force ... 5.5 eV/A
Structure (SMILES) ... CC1(C)Cc2ccsc2[C@H]1C(=O)[O-]

CARTESIAN COORDINATES (ANGSTROEM)
C (1.09582, 1.91458, -2.27355)
C (2.13179, 1.39888, -3.01156)
C (0.79007, 1.02552, -1.19546)
C (1.49040, -0.13237, -1.16420)
C (2.55158, -1.18188, 0.73986)
C (-0.09977, 1.05946, -0.00810)
C (1.13965, -1.04161, -0.08741)
C (-0.06954, -0.31664, 0.51153)
C (-1.40719, -1.12826, -0.10398)
C (-0.11731, -0.37727, 2.02457)
O (2.84066, -0.34626, 1.62482)
O (3.18004, -2.21362, 0.43102)
S (2.69060, -0.12513, -2.42874)
H (0.70696, 2.93733, -2.23604)
H (2.66877, 1.66141, -3.81819)
H (0.14368, 1.91062, 0.67251)
H (-1.18335, 1.35903, -0.23473)
H (0.87166, -1.96511, -0.46862)
H (-1.62056, -2.10808, 0.48866)
H (-1.06484, -1.43736, -1.13140)
H (-2.24084, -0.57559, 0.06777)
H (-0.17833, -1.43700, 2.47216)
H (-0.99776, 0.12550, 2.63994)
H (0.78808, 0.07519, 2.33567)